[1]
Formula: C4H8OSc
Source: OMol25
Level of theory: the ωB97M-V functional and the def2-TZVPD basis

Computed properties:
Highest occupied orbital energy (alpha / beta) (eV): -10.188 / -10.194
ΔE to the lowest compared entry with this formula, charge and spin (kcal per mole): 0.0
Charge: +1
E_LUMO (alpha / beta) (eV): -4.288 / -4.288

Atoms and positions in Å:
H (-0.983, 1.134, -1.198)
C (-1.936, 1.124, -0.341)
C (-2.667, -0.014, 0.472)
C (-1.968, -0.664, -0.594)
H (-1.767, 1.995, 0.295)
H (-2.504, 1.157, -1.276)
H (-3.752, 0.036, 0.369)
H (-2.280, -0.128, 1.484)
H (-0.897, -0.848, -0.457)
C (-2.468, -1.129, -1.926)
O (-1.737, -0.487, -2.898)
Sc (-0.170, -0.677, -4.248)
H (-3.538, -0.854, -2.002)
H (-2.453, -2.235, -1.785)

---

[2]
Formula: C5H4N2O
Source: OMol25
Level of theory: the ωB97M-V functional and the def2-TZVPD basis

Computed properties:
Highest occupied orbital energy (eV): -9.304
ΔE to the lowest compared entry with this formula, charge and spin (kcal per mole): 122.9
Structure (SMILES): O=c1cccnnc1
E_LUMO (eV): -0.922

Atoms and positions in Å:
O (0.574, -0.263, 2.671)
C (0.525, -0.173, 1.399)
C (-0.621, 0.732, 0.743)
C (-0.877, 1.108, -0.472)
C (-0.094, 0.742, -1.614)
N (0.620, -0.440, -1.798)
N (0.836, -1.412, -0.733)
C (1.016, -1.460, 0.545)
H (-1.271, 1.005, 1.818)
H (-1.819, 1.606, -0.700)
H (-0.263, 1.129, -2.781)
H (1.375, -2.576, 0.923)

---

[3]
Formula: C3H7N3OS
Source: OMol25
Level of theory: the ωB97M-V functional and the def2-TZVPD basis

Computed properties:
Highest occupied orbital energy (eV): -8.891
ΔE to the lowest compared entry with this formula, charge and spin (kcal per mole): 38.6
Structure (SMILES): CN/N=C(\N)C(=O)S
E_LUMO (eV): 0.267

Atoms and positions in Å:
C (2.946, -0.524, 0.652)
N (2.150, -0.444, -0.597)
N (0.796, -0.592, -0.374)
C (0.204, 0.507, -0.141)
N (0.669, 1.807, -0.048)
C (-1.281, 0.413, 0.084)
O (-1.973, 1.426, 0.146)
S (-2.072, -1.185, 0.060)
H (2.739, -1.490, 1.202)
H (3.980, -0.412, 0.381)
H (2.646, 0.324, 1.298)
H (2.359, -1.312, -1.127)
H (-0.051, 2.538, -0.015)
H (1.587, 1.942, -0.409)
H (-0.846, -1.811, 0.099)

---

[4]
Formula: C4H13N3O
Source: OMol25
Level of theory: the ωB97M-V functional and the def2-TZVPD basis

Computed properties:
Highest occupied orbital energy (alpha / beta) (eV): -12.356 / -12.356
ΔE to the lowest compared entry with this formula, charge and spin (kcal per mole): 34.0
Multiplicity: 2
Charge: +1
E_LUMO (alpha / beta) (eV): -2.904 / -4.818

Atoms and positions in Å:
C (0.533, -0.661, -1.777)
C (-0.025, -0.387, -2.954)
N (-0.678, -1.290, -3.731)
N (1.133, 0.380, -0.945)
H (0.424, -1.616, -1.290)
H (0.075, 0.604, -3.381)
H (-1.312, -0.938, -4.429)
H (-1.020, -2.121, -3.271)
H (2.050, 0.101, -0.604)
H (0.396, 0.601, -0.042)
H (1.245, 1.245, -1.474)
C (-0.428, -0.226, 3.246)
O (0.286, -0.648, 4.303)
C (0.320, 0.677, 2.253)
N (-0.506, 0.906, 1.021)
H (-0.833, -1.103, 2.716)
H (-1.345, 0.285, 3.568)
H (0.563, 1.630, 2.717)
H (1.258, 0.203, 1.962)
H (-0.729, 1.894, 0.948)
H (-1.407, 0.462, 1.165)

---

[5]
Formula: C2H7N2O
Source: OMol25
Level of theory: the ωB97M-V functional and the def2-TZVPD basis

Computed properties:
Highest occupied orbital energy (eV): -13.749
ΔE to the lowest compared entry with this formula, charge and spin (kcal per mole): 66.3
Charge: +1
E_LUMO (eV): -7.061

Atoms and positions in Å:
C (-1.858, 0.102, 2.449)
N (-0.649, 0.391, 2.042)
H (-2.472, -0.781, 2.279)
H (-2.506, 0.983, 2.625)
H (0.089, 0.504, 2.752)
H (-0.195, -0.101, 1.263)
C (1.345, -0.379, -1.611)
N (1.245, 0.152, -2.833)
O (0.469, -0.347, -0.761)
H (2.234, -1.020, -1.527)
H (0.346, 0.486, -3.146)
H (1.952, 0.010, -3.533)

---

[6]
Formula: C35H57B2F6HgN3O19P
Source: OMol25
Level of theory: the ωB97M-V functional and the def2-TZVPD basis

Computed properties:
Highest occupied orbital energy (eV): -5.655
Charge: -1
E_LUMO (eV): -1.772

Atoms and positions in Å:
Hg (-2.925, 2.751, -0.757)
O (-1.158, 3.336, 0.640)
C (-0.140, 3.805, 1.118)
O (0.129, 3.996, 2.431)
B (1.356, 4.771, 2.571)
O (1.686, 5.147, 1.140)
C (0.826, 4.699, 0.290)
O (0.712, 5.023, -0.895)
O (2.360, 4.020, 3.266)
C (2.671, 4.549, 4.418)
O (3.397, 4.145, 5.323)
C (1.986, 5.905, 4.434)
O (1.193, 5.936, 3.374)
O (2.214, 6.839, 5.246)
O (-1.984, 3.272, -2.954)
C (-1.343, 2.962, -3.915)
O (-1.275, 1.805, -4.629)
B (-0.206, 1.964, -5.606)
O (0.275, 3.406, -5.580)
C (-0.271, 3.925, -4.519)
O (-0.002, 4.969, -3.956)
O (-0.792, 1.688, -6.929)
C (-0.461, 0.397, -7.231)
O (-0.866, -0.332, -8.198)
C (0.610, -0.005, -6.132)
O (0.852, 1.017, -5.434)
O (1.197, -1.093, -6.065)
P (-1.240, -0.177, -1.068)
F (-0.819, -0.971, -2.443)
F (-0.168, 1.064, -1.183)
F (-2.249, 0.820, -1.973)
F (-1.973, 0.626, 0.065)
F (-2.399, -1.349, -0.906)
F (-0.319, -1.018, -0.038)
C (6.605, 0.402, -0.525)
C (6.062, -0.845, 0.238)
C (6.986, -0.982, 1.447)
C (6.628, 0.067, 2.484)
C (5.228, -0.051, 2.923)
C (4.154, 0.024, 1.821)
N (4.675, -0.831, 0.694)
O (3.852, -0.626, -0.447)
C (2.756, -0.559, 2.363)
C (3.983, 1.494, 1.464)
C (6.270, -2.161, -0.595)
H (7.493, 0.169, -1.112)
H (6.721, 1.282, 0.107)
H (5.889, 0.737, -1.276)
H (7.055, -1.943, 1.957)
H (7.992, -0.629, 1.216)
H (6.851, 1.060, 2.095)
H (7.274, -0.064, 3.352)
H (5.100, 0.899, 3.441)
H (5.029, -0.931, 3.535)
H (2.040, -0.705, 1.553)
H (2.859, -1.554, 2.796)
H (2.278, -0.001, 3.168)
H (3.242, 1.765, 0.712)
H (3.877, 2.071, 2.382)
H (4.930, 1.847, 1.056)
H (5.754, -2.361, -1.534)
H (5.904, -3.088, -0.152)
H (7.314, -2.232, -0.900)
H (4.010, 0.314, -0.561)
C (-5.262, 4.846, 0.457)
C (-5.941, 3.625, 0.980)
C (-7.301, 3.620, 0.253)
C (-8.127, 2.345, 0.620)
C (-7.296, 1.204, 0.061)
C (-5.869, 1.036, 0.723)
N (-5.138, 2.355, 0.721)
O (-3.994, 2.304, 1.313)
C (-6.123, 0.534, 2.192)
C (-5.184, -0.037, -0.056)
C (-6.230, 3.898, 2.515)
H (-5.701, 5.800, 0.751)
H (-5.256, 4.919, -0.630)
H (-4.279, 5.019, 0.895)
H (-7.902, 4.488, 0.524)
H (-7.161, 3.601, -0.828)
H (-8.997, 2.348, -0.037)
H (-8.508, 2.278, 1.640)
H (-7.110, 1.361, -1.001)
H (-7.891, 0.293, -0.009)
H (-6.896, 1.108, 2.704)
H (-6.503, -0.486, 2.234)
H (-5.272, 0.456, 2.868)
H (-4.396, -0.573, 0.475)
H (-5.992, -0.762, -0.151)
H (-4.871, 0.243, -1.062)
H (-6.694, 3.049, 3.018)
H (-6.847, 4.783, 2.671)
H (-5.210, 4.061, 2.862)
H (-4.217, 2.118, 2.229)
C (2.260, -3.947, 0.788)
C (2.149, -4.621, -0.623)
C (2.371, -6.166, -0.425)
C (1.130, -6.939, 0.128)
C (-0.106, -6.552, -0.763)
C (-0.365, -5.054, -0.883)
N (0.885, -4.391, -1.279)
O (0.739, -3.126, -1.733)
C (-1.453, -4.911, -1.961)
C (-1.005, -4.566, 0.477)
C (3.321, -4.215, -1.529)
H (3.299, -3.945, 1.117)
H (1.614, -4.383, 1.550)
H (2.062, -2.877, 0.724)
H (2.776, -6.715, -1.275)
H (3.209, -6.365, 0.244)
H (0.930, -6.575, 1.136)
H (1.279, -8.017, 0.074)
H (-0.900, -7.161, -0.329)
H (-0.080, -7.095, -1.708)
H (-2.414, -5.408, -1.831)
H (-1.741, -3.866, -1.851)
H (-1.093, -5.039, -2.982)
H (-1.984, -5.033, 0.589)
H (-0.545, -4.906, 1.405)
H (-1.207, -3.497, 0.536)
H (4.258, -4.595, -1.122)
H (3.503, -3.142, -1.479)
H (3.217, -4.498, -2.576)
H (0.373, -2.689, -0.961)